45
Properties=species:S:1:pos:R:3:lowdin_spin:R:1 method="wB97M-V/def2-TZVPD" spin_multiplicity=3 gap_ha="0.291 / 0.293" total_energy_ev=-58853.963 total_charge=+2 largest_force_ev_per_a=3.8
C 1.6474 2.3983 -0.3298 -0.001
H 2.5840 2.9521 -0.1964 0.000
H 1.8438 1.6733 -1.1471 0.000
H 1.5678 1.8990 0.6786 -0.001
C 0.4522 3.2993 -0.6346 0.000
H -0.4123 2.7077 -1.0006 0.000
H 0.1266 3.7721 0.3004 0.000
C 0.7683 4.4125 -1.6433 0.000
H -0.1072 5.0484 -1.8040 0.000
H 1.5719 5.0589 -1.2755 0.000
H 1.0731 4.0126 -2.6157 0.000
C -0.8069 -1.8470 0.2683 -0.002
C -1.4793 -1.0374 -0.7196 -0.005
C -0.5107 -0.7115 -1.7294 -0.002
C 0.7686 -1.2640 -1.3251 -0.002
C 0.5891 -1.9432 -0.0767 0.001
C 1.5763 -2.8555 0.5704 0.001
C 2.0249 -1.2770 -2.1211 0.000
C -0.7942 0.0268 -2.9871 0.000
C -2.9341 -0.7175 -0.7276 0.000
C -1.4950 -2.6837 1.2750 0.000
Tm 0.0952 0.3327 0.2659 2.017
H 2.8652 -1.6286 -1.5086 0.000
H 1.9354 -1.9697 -2.9732 0.000
H 2.2796 -0.2846 -2.5229 0.000
H 2.6005 -2.5896 0.3006 0.000
H 1.4858 -2.8130 1.6596 0.000
H 1.4333 -3.9062 0.2765 0.000
H -2.3417 -2.1541 1.7244 0.000
H -1.8835 -3.5968 0.7951 0.000
H -0.8088 -2.9968 2.0678 0.000
H -3.1514 0.1408 -1.3688 0.000
H -3.5419 -1.5567 -1.0933 0.000
H -3.2838 -0.4909 0.2866 0.000
H -0.0045 0.7558 -3.2308 0.000
H -0.8668 -0.6743 -3.8333 0.000
H -1.7528 0.5590 -2.9197 0.000
S -1.8436 0.1299 4.3612 0.000
C -0.2253 -0.4333 4.7266 0.000
C 0.6040 -0.2796 3.6506 0.000
N -0.0342 0.2588 2.5277 -0.003
C -1.3570 0.5245 2.7453 0.000
H 0.0595 -0.8136 5.7011 0.000
H 1.6582 -0.5185 3.5790 0.000
H -1.9758 1.0800 2.0234 0.000